Here is a molecular structure, C53H71AsNO5P2RbSSi3 from OMol25. Energies are from ωB97M-V/def2-TZVPD.

Each line ends with the Mulliken charge.
CARTESIAN COORDINATES (ANGSTROEM)
Rb -0.45 0.53 -0.64  1.6101
C 0.24 2.90 2.43  -0.2075
O 0.51 2.69 1.07  0.7482
Si 0.52 3.94 -0.08  -0.3186
C 1.34 5.41 0.81  -1.2915
C -1.29 4.48 -0.22  -0.4421
C 1.27 3.31 -1.56  1.2811
Si 2.99 2.78 -1.44  -0.1480
C 3.42 1.14 -2.28  -0.0096
C 3.57 2.52 0.35  -0.5783
C 4.25 4.02 -2.14  -1.2679
Si 0.45 3.51 -3.15  0.4307
C 0.19 5.33 -3.66  -1.2562
C 1.40 2.76 -4.60  -0.1281
C -1.25 2.69 -3.30  -0.3881
H 1.13 3.23 2.97  0.2239
H -0.11 1.97 2.88  -0.4975
H -0.54 3.66 2.59  0.2433
H 0.84 5.65 1.75  0.2803
H 1.26 6.29 0.16  0.2957
H 2.40 5.24 1.01  0.3068
H -1.66 4.82 0.75  0.3265
H -1.94 3.65 -0.52  -0.4869
H -1.44 5.29 -0.93  0.4643
H 2.73 0.35 -1.99  -0.4537
H 4.43 0.83 -1.98  0.2621
H 3.40 1.21 -3.36  0.3802
H 2.99 1.73 0.84  -0.2556
H 3.50 3.42 0.96  0.3163
H 4.62 2.20 0.33  0.3623
H 4.05 4.24 -3.19  0.3042
H 5.28 3.65 -2.05  0.2838
H 4.18 4.97 -1.59  0.2394
H 1.16 5.84 -3.72  0.2593
H -0.42 5.86 -2.93  0.2827
H -0.30 5.42 -4.64  0.2874
H 2.43 3.11 -4.69  0.3530
H 0.88 2.99 -5.53  0.4171
H 1.41 1.67 -4.49  -0.9940
H -1.97 3.00 -2.54  0.1074
H -1.14 1.60 -3.25  -0.1825
H -1.69 2.91 -4.28  0.4576
C -2.84 2.46 4.31  -1.5281
C -3.10 1.68 3.02  0.6238
O -2.75 0.50 3.01  -0.2555
C -3.77 2.34 1.91  0.7699
C -4.49 3.53 2.17  -0.8218
C -5.25 4.17 1.21  -0.9988
C -5.30 3.61 -0.07  -0.4634
C -4.61 2.47 -0.38  -0.3245
C -3.77 1.80 0.57  -0.1800
O -3.11 0.79 0.19  -1.0910
H -3.74 2.45 4.94  0.4929
H -2.56 3.50 4.14  0.4124
H -2.04 1.95 4.85  0.0408
H -4.46 3.95 3.16  0.3084
H -5.79 5.08 1.45  0.3425
H -5.90 4.09 -0.84  0.4000
H -4.62 2.06 -1.38  0.2687
C 1.83 -2.88 3.31  -1.2967
N 1.22 -1.89 2.42  0.6428
P -0.23 -1.01 2.77  0.8201
C -1.51 -2.33 2.94  0.3244
C -1.40 -3.43 3.78  -0.1760
C -2.34 -4.45 3.74  -1.0303
C -3.41 -4.37 2.86  -0.6034
C -3.54 -3.26 2.03  -0.6373
C -2.60 -2.24 2.07  -0.4265
C 0.07 -0.54 4.51  0.8018
C 1.28 0.08 4.84  -0.6181
C 1.49 0.59 6.11  -0.5655
C 0.50 0.50 7.08  -0.6345
C -0.71 -0.10 6.76  -0.3980
C -0.93 -0.62 5.48  -1.0792
P 1.33 -2.06 0.70  0.9307
C 1.05 -3.86 0.48  0.3503
C -0.25 -4.25 0.18  -0.1996
C -0.59 -5.59 0.08  -0.6967
C 0.39 -6.56 0.24  -0.7766
C 1.69 -6.19 0.52  -0.6509
C 2.02 -4.84 0.64  -0.5962
C 3.13 -1.92 0.38  0.5321
C 3.97 -1.18 1.21  -0.2372
C 5.29 -0.94 0.85  -0.5170
C 5.78 -1.43 -0.36  -0.7021
C 4.94 -2.15 -1.20  -0.5487
C 3.62 -2.39 -0.83  -0.8552
H 1.34 -3.85 3.24  0.1700
H 1.78 -2.53 4.34  0.5511
H 2.88 -3.01 3.04  0.3167
H -0.58 -3.49 4.48  0.4926
H -2.23 -5.31 4.39  0.3717
H -4.15 -5.16 2.82  0.3477
H -4.39 -3.18 1.36  0.2321
H -2.71 -1.36 1.44  0.9610
H 2.05 0.17 4.08  0.2885
H 2.44 1.07 6.35  0.4397
H 0.66 0.90 8.07  0.3401
H -1.50 -0.17 7.50  0.3931
H -1.88 -1.06 5.23  0.3340
H -1.00 -3.48 0.02  0.1620
H -1.61 -5.87 -0.15  0.4432
H 0.13 -7.61 0.15  0.3529
H 2.46 -6.94 0.64  0.4065
H 3.05 -4.55 0.84  0.3896
H 3.58 -0.76 2.13  -0.0038
H 5.92 -0.35 1.49  0.3681
H 6.80 -1.23 -0.65  0.3370
H 5.30 -2.51 -2.16  0.3938
H 2.95 -2.92 -1.50  0.3434
O 0.30 -0.41 -3.25  -0.6851
C 0.82 -1.53 -3.09  0.1911
O 0.64 -2.32 -2.14  -0.3405
C 1.80 -2.00 -4.17  0.4189
C 2.19 -1.14 -5.19  0.1016
C 3.09 -1.56 -6.16  -0.8625
C 3.60 -2.85 -6.13  -0.3459
C 3.20 -3.72 -5.12  -0.8622
C 2.31 -3.29 -4.15  -0.0974
H 1.78 -0.14 -5.20  0.2499
H 3.39 -0.88 -6.95  0.4121
H 4.30 -3.18 -6.88  0.3628
H 3.59 -4.73 -5.09  0.3932
H 1.98 -3.95 -3.35  0.4127
C -2.59 -1.59 -2.20  -0.7574
As -4.46 -1.24 -2.47  0.7442
C -5.34 -1.20 -0.76  -0.3589
C -5.03 -2.94 -3.21  -1.2526
S -4.99 0.31 -3.76  -0.5436
H -2.49 -2.64 -1.92  0.3400
H -2.09 -0.99 -1.44  -0.5316
H -2.06 -1.44 -3.14  0.3538
H -5.40 -2.21 -0.35  0.3794
H -6.34 -0.79 -0.89  0.4089
H -4.74 -0.55 -0.11  -0.4568
H -4.79 -3.75 -2.52  0.3852
H -4.51 -3.09 -4.16  0.3702
H -6.10 -2.90 -3.40  0.3692

Calculated values
Relative energy (zero: lowest compared OMol25 entry of this formula, charge and spin) ... 0.0 kJ/mol
LUMO energy ... 3.54 eV
E_tot ... -6702.69560 a.u.
HOMO energy ... -0.067 Ha
Net charge ... -2
Kohn-Sham gap ... 5.37 eV

Here is a molecular structure, C21H48N2O2P2PtS from OMol25. Energies are from ωB97M-V/def2-TZVPD.

Each line ends with the Mulliken charge.
CARTESIAN COORDINATES (ANGSTROEM)
Pt -0.18 0.07 -0.07  1.9662
C -0.49 1.92 0.40  0.3026
O -0.69 3.04 0.66  -0.3560
C 0.14 -1.77 -0.49  0.3977
O 0.35 -2.90 -0.68  -0.3950
P -2.22 -0.58 0.95  -0.3211
C -3.64 -0.53 -0.24  0.4330
H -4.50 -0.86 0.37  0.4514
C -2.32 -2.32 1.59  0.5942
H -1.97 -2.92 0.73  0.4419
C -2.79 0.53 2.31  0.4928
H -2.84 1.51 1.81  0.5414
C 2.64 2.36 -1.00  0.8379
P 1.65 0.83 -1.43  -0.4190
H 1.57 1.25 -3.80  0.9537
H 1.87 3.15 -1.02  0.5901
C 2.92 -0.32 -2.20  0.3059
H 3.53 0.35 -2.83  0.5500
C -1.35 -2.56 2.75  -1.6372
H -1.25 -3.64 2.89  0.5188
H -1.74 -2.15 3.70  0.3219
H -0.35 -2.14 2.57  0.2171
C -3.72 -2.86 1.96  -1.4487
H -4.12 -2.39 2.86  0.2593
H -3.61 -3.93 2.17  0.4785
H -4.45 -2.76 1.14  0.3774
C -4.19 0.26 2.89  -1.6143
H -4.97 0.13 2.13  0.3739
H -4.46 1.13 3.50  0.4855
H -4.19 -0.61 3.56  0.3792
C -1.77 0.63 3.44  -1.3066
H -2.05 1.50 4.07  0.4960
H -0.74 0.78 3.09  0.1952
H -1.79 -0.25 4.09  0.2584
C -3.93 0.89 -0.73  -1.2853
H -4.26 1.55 0.08  0.3019
H -4.73 0.85 -1.47  0.5215
H -3.05 1.35 -1.21  0.1677
C -3.46 -1.51 -1.40  -1.3094
H -2.57 -1.28 -2.00  0.1498
H -4.34 -1.42 -2.06  0.5571
H -3.40 -2.55 -1.07  0.3169
C 3.70 2.69 -2.07  -1.8433
H 3.32 2.71 -3.09  0.4068
H 4.55 1.99 -2.02  0.4233
H 4.10 3.69 -1.85  0.5207
C 3.31 2.45 0.37  -1.4436
H 4.08 1.69 0.51  0.2122
C -0.41 0.51 -3.36  -0.7710
H 2.58 2.37 1.19  0.3176
H 3.79 3.44 0.45  0.4804
C 0.40 2.87 -2.99  -1.6244
H -1.13 0.51 -2.53  -0.2876
H -0.91 0.92 -4.25  0.6806
H -0.14 -0.54 -3.57  0.1204
C 0.80 1.39 -3.01  -0.0282
H -0.30 3.06 -3.81  0.4744
H 1.26 3.53 -3.12  0.3651
H -0.10 3.14 -2.05  0.2818
C 2.35 -1.38 -3.13  -1.4301
H 1.67 -2.07 -2.60  0.2229
H 3.18 -1.97 -3.53  0.5030
H 1.82 -0.95 -3.99  0.3914
C 3.85 -0.93 -1.15  -1.2792
H 3.31 -1.52 -0.42  0.2370
H 4.44 -0.17 -0.62  0.2021
H 4.57 -1.59 -1.66  0.5047
H -3.01 1.57 -4.12  0.0041
H -3.65 1.34 -3.79  0.0358
N 4.44 -0.89 2.59  -0.2764
C 3.14 -0.97 2.93  0.6469
N 2.85 -1.94 3.83  -0.3587
S 1.98 0.03 2.25  0.2498
H 5.14 -1.40 3.13  0.2615
H 4.74 -0.13 1.98  0.1603
H 1.91 -1.98 4.21  0.2229
H 3.61 -2.25 4.44  0.2740

Calculated values
Relative energy (zero: lowest compared OMol25 entry of this formula, charge and spin) ... 0.0 kJ/mol
LUMO energy (alpha / beta) ... -12.68 / -17.73 eV
E_tot ... -2287.39876 a.u.
HOMO energy (alpha / beta) ... -0.689 / -0.811 Ha
Net charge ... +4
Multiplicity ... 5
Kohn-Sham gap (alpha / beta) ... 6.07 / 4.33 eV

Here is a molecular structure, C43H39BiClN5O2Si from OMol25. Energies are from ωB97M-V/def2-TZVPD.

Each line ends with the Mulliken charge.
CARTESIAN COORDINATES (ANGSTROEM)
Bi 0.64 -0.19 0.03  1.5592
Cl -3.22 -0.86 6.35  -0.2181
C -2.29 -0.67 4.89  0.5172
C -1.17 0.06 4.93  -1.2590
C -0.33 0.33 3.72  0.4572
C -1.19 1.04 2.70  -0.6358
O -1.32 2.23 2.58  -0.6149
C -1.73 -0.05 1.80  0.8138
C -2.20 0.44 0.45  -1.2939
N -2.31 -0.40 -0.48  0.9618
C -2.60 -0.14 -1.80  -1.1161
C -3.29 -1.09 -2.53  -0.5251
C -3.57 -0.89 -3.88  -0.9812
C -3.14 0.24 -4.53  -0.8298
C -2.41 1.22 -3.83  0.8866
C -1.97 2.43 -4.42  -0.8006
C -1.32 3.36 -3.65  -0.7752
C -1.08 3.05 -2.29  -0.6877
N -1.44 1.94 -1.73  0.1126
C -2.12 1.03 -2.45  1.1626
C -2.84 -1.44 3.73  -1.7795
H -0.87 0.54 5.85  0.4419
H 0.52 0.95 4.01  1.0712
H -2.45 1.50 0.38  0.5793
H -3.64 -1.98 -2.03  0.5013
H -4.14 -1.63 -4.42  0.4137
H -3.36 0.40 -5.57  0.4427
H -2.16 2.61 -5.47  0.4276
H -0.99 4.30 -4.05  0.4704
H -0.58 3.76 -1.65  0.5972
H -2.17 -2.28 3.52  0.1850
C 0.17 -4.41 -2.17  -1.3457
Si 0.63 -3.50 -0.54  0.1684
C -1.10 -3.41 0.26  -0.5400
C 1.82 -4.35 0.70  -1.0481
N 1.40 -1.98 -0.93  0.3062
C 2.50 -1.89 -1.75  1.0540
C 3.11 -3.03 -2.30  -0.8390
C 4.13 -2.95 -3.22  -1.1713
C 4.63 -1.73 -3.63  -0.7343
C 4.13 -0.59 -3.03  -0.4198
C 3.10 -0.67 -2.11  -0.0560
O 2.72 0.49 -1.44  0.0670
C 2.48 1.65 -2.11  0.3130
C 2.49 2.81 -1.34  -0.4164
C 2.29 4.04 -1.95  -0.8054
C 2.08 4.12 -3.31  -0.4891
C 2.00 2.95 -4.06  -0.9700
C 2.19 1.72 -3.47  0.0721
H -0.07 -5.45 -1.95  0.4035
H 0.92 -4.41 -2.95  0.4503
H -0.73 -3.95 -2.58  0.3020
H -1.66 -4.30 -0.01  0.5788
H -1.65 -2.54 -0.08  -0.1137
H -1.05 -3.35 1.34  0.0805
H 1.40 -5.26 1.11  0.4131
H 2.02 -3.66 1.52  0.1942
H 2.78 -4.60 0.26  0.3528
H 2.77 -4.00 -1.99  0.4384
H 4.55 -3.87 -3.62  0.4093
H 5.41 -1.66 -4.37  0.4330
H 4.54 0.38 -3.26  0.5313
H 2.66 2.73 -0.28  0.4563
H 2.32 4.94 -1.34  0.4441
H 1.96 5.08 -3.79  0.4601
H 1.80 3.00 -5.12  0.3859
H 2.12 0.81 -4.05  0.6130
C -3.04 -0.69 2.41  0.5047
N -0.59 -0.95 1.68  -0.4945
C 0.14 -0.94 2.94  0.6331
C 1.62 -0.86 2.74  -1.7153
C 2.66 -1.12 3.59  -0.7127
C 3.84 -0.72 2.92  -1.1086
C 3.46 -0.24 1.70  -0.7054
N 2.10 -0.31 1.58  0.4573
C -4.05 0.44 2.41  0.7525
C -4.04 1.47 3.34  0.0074
C -4.79 2.61 3.12  -0.9491
C -5.57 2.73 1.99  -0.6417
C -5.66 1.67 1.10  -0.6466
C -4.91 0.53 1.32  -0.5011
H -3.81 -1.86 4.02  0.7011
H -3.36 -1.44 1.69  0.5599
H -0.07 -1.85 3.52  0.3223
H 2.58 -1.56 4.57  0.5909
H 4.84 -0.78 3.31  0.4884
H 4.05 0.15 0.89  0.5641
H -3.42 1.40 4.22  0.2460
H -4.74 3.43 3.83  0.4240
H -6.10 3.65 1.79  0.4011
H -6.30 1.74 0.23  0.4290
H -4.95 -0.29 0.61  0.3301

Calculated values
Relative energy (zero: lowest compared OMol25 entry of this formula, charge and spin) ... 226.0 kJ/mol
LUMO energy ... -0.34 eV
E_tot ... -3050.55072 a.u.
HOMO energy ... -0.278 Ha
Net charge ... 0
Kohn-Sham gap ... 7.22 eV

- Which value of relative energy (zero: lowest compared OMol25 entry of this formula, charge and spin) does entry 3 give?
  226.0 kJ/mol

- Number 2 is which compound?
  C21H48N2O2P2PtS

- Which value of relative energy (zero: lowest compared OMol25 entry of this formula, charge and spin) does entry 1 give?
  0.0 kJ/mol

- Which of these has the lowest E_tot?
  C53H71AsNO5P2RbSSi3